Arrangement A

Entry from OMol25: a single C4H5NS molecule (ωB97M-V/def2-TZVPD).

XYZ file:
```
11
Properties=species:S:1:pos:R:3
S -2.6149 0.1595 -0.0415
C -0.7973 0.0879 0.0253
C -0.0391 1.2337 0.0068
C 1.3211 0.8024 -0.0309
C 1.3417 -0.5731 0.0142
N 0.0061 -0.9830 -0.0605
H -2.8624 -1.1387 0.2347
H -0.4179 2.2415 0.0154
H 2.2080 1.4221 -0.0923
H 2.1296 -1.3034 -0.0387
H -0.2750 -1.9489 -0.0324
```

Values from the calculation:
SMILES: Sc1ccc[nH]1
2S+1: 1
Net charge: 0

natural (NBO) atomic charge list, values in e, 6 entries:
1. S 0.0099
2. C 0.0209
3. C -0.3338
4. C -0.2785
5. C -0.0973
6. N -0.5242

=====

Arrangement B

Entry from OMol25: a single C4H5NS molecule (ωB97M-V/def2-TZVPD).

XYZ file:
```
11
Properties=species:S:1:pos:R:3
C 0.7870 -0.0677 1.5732
C 1.5811 -0.3480 0.7215
C 1.6254 -0.5564 -0.7209
S 0.3009 0.7531 -1.0811
N -0.9179 0.1457 -0.1019
C -2.1267 0.4571 -0.2675
H 0.4440 -0.0184 2.4789
H 2.4474 -0.0285 -1.1908
H 1.2812 -1.5638 -1.0547
H -2.6994 0.0182 0.5488
H -2.7231 1.2087 -0.9054
```

Values from the calculation:
SMILES: C#CCSN=C
2S+1: 1
Net charge: 0

natural (NBO) atomic charge list, values in e, 6 entries:
1. C -0.1524
2. C -0.0700
3. C -0.5544
4. S 0.3764
5. N -0.5676
6. C -0.0634

=====

Arrangement C

Entry from OMol25: a single C4H5NS molecule (ωB97M-V/def2-TZVPD).

XYZ file:
```
11
Properties=species:S:1:pos:R:3
C 0.9647 -1.5799 0.0440
C 0.2480 -0.5124 -0.0892
C -0.0263 0.8888 -0.1007
N -1.0899 -0.0903 -0.0754
C -2.3791 0.2575 0.2387
S -3.9297 -0.2536 -0.0631
H 2.0062 -1.6434 0.2570
H 0.4359 -2.5444 0.2903
H 0.1136 1.2880 0.8139
H 0.2415 1.6171 -0.9859
H -2.3397 1.2347 0.6215
```

Values from the calculation:
SMILES: C=C1CN1C=S
2S+1: 1
Net charge: 0

natural (NBO) atomic charge list, values in e, 6 entries:
1. C -0.4521
2. C 0.2068
3. C -0.2334
4. N -0.4187
5. C -0.0541
6. S -0.0649

=====

Result of the stability comparison: arrangement A is the most stable of them.

=====

Arrangement A

Entry from OMol25: a single C4H5NS molecule (ωB97M-V/def2-TZVPD).

XYZ file:
```
11
Properties=species:S:1:pos:R:3
S -1.1844 0.2127 2.5603
C -0.6519 -0.1552 0.9861
N -0.9171 -1.1594 0.3089
C -0.3202 -1.1526 -0.8974
C 0.4064 -0.0323 -1.0888
C 0.3834 0.7817 0.1942
H -2.3456 -0.2950 2.3983
H -0.3407 -1.9235 -1.6402
H 0.9767 0.4538 -1.7953
H 0.1826 1.8639 0.0575
H 1.4963 0.7687 0.5801
```

Values from the calculation:
SMILES: SC1=NC=CC1
2S+1: 1
Net charge: 0

natural (NBO) atomic charge list, values in e, 6 entries:
1. S 0.0786
2. C 0.1160
3. N -0.4585
4. C -0.0471
5. C -0.2152
6. C -0.5313

=====

Arrangement B

Entry from OMol25: a single C4H5NS molecule (ωB97M-V/def2-TZVPD).

XYZ file:
```
11
Properties=species:S:1:pos:R:3
N 2.1149 -0.2680 -2.1081
C 1.1217 -0.4590 -1.1710
C 0.3705 -1.0077 -0.0137
C 0.8081 -0.2909 1.2457
C -0.6949 -0.3598 0.9257
S -1.5585 0.9997 0.1237
H 0.6993 -1.9669 0.1258
H 1.5293 0.6398 1.0806
H 1.0412 -0.6739 2.2295
H -1.1799 -0.9666 1.9720
H -1.5912 1.5527 1.4489
```

Values from the calculation:
SMILES: N#C[C@H]1C[C@H]1S
2S+1: 1
Net charge: 0

natural (NBO) atomic charge list, values in e, 6 entries:
1. N -0.3185
2. C 0.2863
3. C -0.3858
4. C -0.4033
5. C -0.3613
6. S 0.0387

=====

Result of the stability comparison: arrangement A is the most stable of them.

=====

Arrangement A

Entry from OMol25: a single CH4IN3 molecule (ωB97M-V/def2-TZVPD).

XYZ file:
```
9
Properties=species:S:1:pos:R:3
C 1.5753 -0.4526 -0.0335
N 0.3744 0.3568 0.1709
N -0.6457 -0.1666 -0.2724
N -1.7132 0.7478 -0.1584
I -3.5965 -0.1309 0.0552
H 1.8817 0.1748 -0.9567
H 1.1908 -1.4717 -0.2154
H 2.3467 -0.3866 0.7718
H -1.4135 1.3290 0.6386
```

Values from the calculation:
SMILES: C/N=N/NI
2S+1: 1
Net charge: 0

natural (NBO) atomic charge list, values in e, 6 entries:
1. C -0.4589
2. N -0.2163
3. N -0.0377
4. N -0.6000
5. I 0.2834
6. H 0.2249

=====

Arrangement B

Entry from OMol25: a single CH4IN3 molecule (ωB97M-V/def2-TZVPD).

XYZ file:
```
9
Properties=species:S:1:pos:R:3
C -0.0593 0.2477 -0.2346
N 1.7592 -1.2374 0.0288
N 4.7311 -0.5810 -0.1180
N 0.4683 -1.0680 -0.1162
I 3.1106 0.2080 0.0071
H 0.4080 0.8366 -1.0029
H -1.1164 0.3728 -0.5397
H 0.1867 0.7767 0.6876
H -0.0765 -1.7494 0.5337
```

Values from the calculation:
2S+1: 1
Net charge: 0

natural (NBO) atomic charge list, values in e, 6 entries:
1. C -0.4598
2. N -0.5428
3. N -0.8554
4. N -0.3679
5. I 1.2267
6. H 0.2060

=====

Result of the stability comparison: arrangement A is the most stable of them.

=====

Arrangement A

Entry from OMol25: a gas-phase ion, C5H9N2O (charge +1) (ωB97M-V/def2-TZVPD).

XYZ file:
```
17
Properties=species:S:1:pos:R:3
O -2.6694 0.5027 -0.5153
C -1.7400 0.0457 0.0742
C -0.6874 0.6857 0.9736
N 0.2484 1.5321 0.2082
C 0.9768 0.6829 -0.8434
C 1.1765 -0.7191 -0.2326
C 0.0233 -1.4468 0.3012
N -1.2855 -1.3192 -0.0798
H -0.8627 0.7099 2.0007
H 0.9414 1.8718 0.9219
H -0.1813 2.2414 -0.3342
H 1.8423 1.2522 -0.9464
H 0.3365 0.4992 -1.6919
H 1.6718 -1.4153 -0.9677
H 1.8750 -0.6053 0.6734
H 0.3021 -2.4834 0.7221
H -1.9678 -2.0345 -0.2641
```

Values from the calculation:
SMILES: [O-]C1=C[NH2+]CCC=[NH+]1
2S+1: 1
Net charge: +1

natural (NBO) atomic charge list, values in e, 6 entries:
1. O -0.4875
2. C 0.6236
3. C -0.3279
4. N -0.5144
5. C -0.2192
6. C -0.5055

=====

Arrangement B

Entry from OMol25: a gas-phase ion, C5H9N2O (charge +1) (ωB97M-V/def2-TZVPD).

XYZ file:
```
17
Properties=species:S:1:pos:R:3
C -1.9593 -1.8757 0.2589
C 0.5828 2.3195 -0.5778
C -0.9790 -1.3589 1.0197
C 0.5936 0.0209 -0.1528
C 0.3959 -1.2463 0.5958
N 0.0786 1.1405 0.2764
N 1.3481 0.1063 -1.1817
O 0.9603 2.0138 -1.8734
H -2.9510 -1.9940 0.4554
H -1.6980 -2.4358 -0.6364
H -0.1874 3.0964 -0.7782
H 1.4238 2.7448 0.0862
H -1.3368 -0.9743 1.9284
H 0.7403 -1.9354 -0.2069
H 1.1997 -1.0287 1.2879
H -0.4804 1.4819 1.0816
H 2.2688 -0.0750 -1.5833
```

Values from the calculation:
2S+1: 1
Net charge: +1

natural (NBO) atomic charge list, values in e, 6 entries:
1. C -0.2737
2. C 0.0294
3. C -0.2517
4. C 0.5166
5. C -0.4580
6. N -0.5455

=====

Result of the stability comparison: arrangement A is the most stable of them.

=====

Arrangement A

Entry from OMol25: a single C6H16N2O molecule (ωB97M-V/def2-TZVPD).

XYZ file:
```
25
Properties=species:S:1:pos:R:3
C -2.6910 0.4863 -0.4208
C -1.7073 0.4072 0.7306
C -0.0687 0.4672 0.3036
C 0.6780 0.9313 1.5633
O 0.0706 1.4468 -0.7132
N 0.4326 -0.8268 -0.0696
C -0.4583 -1.7816 -0.7163
N 1.6387 -0.6413 -1.1251
C 2.9178 -0.6146 -0.4327
H -2.7864 -0.4546 -0.9642
H -3.6919 0.7261 -0.0405
H -2.4284 1.2748 -1.1314
H -1.8999 -0.4563 1.3726
H -1.8679 1.2923 1.3566
H 0.6715 0.1558 2.3346
H 0.2235 1.8361 1.9820
H 1.7108 1.2176 1.3466
H -0.0901 2.3147 -0.3112
H -0.9041 -1.3898 -1.6354
H 0.1163 -2.6728 -0.9921
H -1.2183 -2.1452 -0.0190
H 1.5155 0.2507 -1.6207
H 3.1217 0.3604 0.0269
H 3.7297 -0.7835 -1.1509
H 2.9857 -1.4010 0.3265
```

Values from the calculation:
SMILES: CC[C@](C)(O)N(C)NC
2S+1: 1
Net charge: 0

natural (NBO) atomic charge list, values in e, 6 entries:
1. C -0.6232
2. C -0.4232
3. C 0.4152
4. C -0.6404
5. O -0.7520
6. N -0.3341

=====

Arrangement B

Entry from OMol25: 3 unconnected molecules or ions with the total composition C6H16N2O (ωB97M-V/def2-TZVPD).

XYZ file:
```
25
Properties=species:S:1:pos:R:3
C -0.2430 -0.2335 0.4923
C 0.8334 0.1177 -0.3572
C -0.3780 0.9406 -1.8209
C -0.8303 0.8463 1.3661
C -1.2306 -1.3082 0.1188
C 1.6636 -0.8800 -1.1170
N 0.9556 -1.1253 1.8796
N -1.4700 1.8049 -1.6429
O 1.8499 -0.1324 2.4462
H 1.4154 0.1038 3.2733
H 1.6137 -1.7694 1.4381
H 1.4103 0.9658 0.0062
H -2.3179 1.3617 -1.3168
H -1.2648 2.6417 -1.1146
H 0.4508 1.4581 -2.2982
H -0.6586 0.0373 -2.3534
H -2.1812 -0.8766 -0.1999
H -0.0828 1.5917 1.6310
H -1.6895 1.3294 0.8962
H -1.2110 0.3896 2.2807
H -1.4327 -1.9067 1.0084
H -0.8728 -1.9737 -0.6634
H 2.5508 -1.1415 -0.5393
H 1.1192 -1.7934 -1.3501
H 2.0004 -0.4477 -2.0629
```

Values from the calculation:
2S+1: 1
Net charge: 0

natural (NBO) atomic charge list, values in e, 6 entries:
1. C 0.2456
2. C -0.2276
3. C -0.1929
4. C -0.6692
5. C -0.6807
6. C -0.6413

=====

Result of the stability comparison: arrangement A is the most stable of them.

=====

Arrangement A

Entry from OMol25: 3 unconnected molecules or ions with the total composition C6H16N2O (ωB97M-V/def2-TZVPD).

XYZ file:
```
25
Properties=species:S:1:pos:R:3
C 2.2539 0.9295 -1.2290
C 2.1947 0.5806 1.3609
C 2.1483 -0.9373 1.4805
O 1.6332 -0.0338 -1.6715
H -0.0061 0.0638 -1.1312
H 1.7701 1.8974 -1.0461
H 3.3516 0.9226 -1.1940
H 3.1884 0.9181 1.0607
H 2.0508 1.0467 2.3408
H 1.1971 -1.2585 1.9113
H 2.2153 -1.4024 0.4947
H 2.9472 -1.3370 2.1085
C -3.0746 0.1199 0.2909
C -2.1261 -1.2725 -1.6856
C -1.9481 -0.2356 -0.6250
N -0.3523 1.2381 0.3791
N -0.8028 0.3704 -0.5216
H 1.0566 0.9472 0.8710
H -1.0588 1.4388 1.0837
H -2.9234 -0.9860 -2.3763
H -1.2091 -1.4167 -2.2554
H -2.8223 -0.1085 1.3312
H -3.3055 1.1881 0.2355
H -3.9688 -0.4417 0.0309
H -2.4095 -2.2312 -1.2438
```

Values from the calculation:
2S+1: 1
Net charge: 0

natural (NBO) atomic charge list, values in e, 6 entries:
1. C 0.3103
2. C -0.7607
3. C -0.6147
4. O -0.6019
5. H 0.4405
6. H 0.1508

=====

Arrangement B

Entry from OMol25: 3 unconnected molecules or ions with the total composition C6H16N2O (ωB97M-V/def2-TZVPD).

XYZ file:
```
25
Properties=species:S:1:pos:R:3
C -0.3531 1.5902 -1.2374
C 0.6718 0.9671 -2.1602
N -1.5718 0.8343 -1.2220
N -0.5442 2.9828 -1.5363
C -0.0339 1.8271 1.0577
O -1.1171 1.7355 1.4864
H -1.3978 -0.1496 -1.0526
H -2.2088 1.1683 -0.5004
H -1.3001 3.3838 -0.9920
H -0.7741 3.1299 -2.5164
H 0.5583 1.7043 -0.0407
H 0.9077 -0.0511 -1.8500
H 1.5913 1.5539 -2.1576
H 0.2955 0.9347 -3.1892
C 0.4707 -1.5757 0.9668
C -0.6667 -1.6999 1.9777
C 1.6315 -2.5194 1.2717
H 0.8357 -0.5426 0.9569
H 0.0912 -1.7870 -0.0384
H 2.4320 -2.4142 0.5393
H -0.3123 -1.4788 2.9856
H -1.0737 -2.7127 1.9802
H -1.4767 -1.0055 1.7521
H 1.2992 -3.5585 1.2580
H 2.0454 -2.3168 2.2607
```

Values from the calculation:
2S+1: 1
Net charge: 0

natural (NBO) atomic charge list, values in e, 6 entries:
1. C 0.1658
2. C -0.6415
3. N -0.8361
4. N -0.8610
5. C 0.3586
6. O -0.5248

=====

Result of the stability comparison: arrangement B is the most stable of them.